C21H30N2O3 in the gas phase. Source: the OMol25 dataset; level of theory: the ωB97M-V functional and the def2-TZVPD basis.

Geometry (Å):
C -3.360 -3.105 -2.577
C -3.270 -2.191 -1.393
C -3.716 -2.601 -0.142
C -3.656 -1.751 0.943
C -3.138 -0.468 0.807
C -2.685 -0.044 -0.447
C -2.767 -0.907 -1.532
N -2.191 1.283 -0.567
C -1.092 1.573 -1.316
O -0.591 0.753 -2.064
C -0.525 2.980 -1.187
C 0.874 3.069 -1.806
C 1.858 2.375 -0.867
O 2.401 2.965 0.048
N 2.037 1.069 -1.131
C 2.767 0.178 -0.249
C 3.864 -0.519 -1.062
C 4.461 -1.771 -0.414
C 4.664 -1.676 1.099
C 3.438 -2.131 1.891
C 2.260 -1.162 1.855
C 1.797 -0.787 0.448
C -2.802 2.155 0.413
C -2.512 1.585 1.808
C -3.059 2.467 2.922
O -3.117 0.311 1.929
H -4.361 -3.063 -3.008
H -3.166 -4.134 -2.284
H -2.648 -2.814 -3.344
H -4.116 -3.596 -0.015
H -4.000 -2.058 1.917
H -2.424 -0.567 -2.494
H -0.446 3.269 -0.137
H -1.204 3.673 -1.692
H 0.881 2.604 -2.791
H 1.164 4.117 -1.891
H 1.431 0.638 -1.817
H 3.219 0.831 0.506
H 4.656 0.210 -1.243
H 3.449 -0.796 -2.034
H 3.825 -2.634 -0.624
H 5.422 -1.963 -0.896
H 4.935 -0.657 1.379
H 5.499 -2.324 1.378
H 3.116 -3.103 1.507
H 3.726 -2.275 2.936
H 2.527 -0.247 2.389
H 1.424 -1.621 2.390
H 0.827 -0.288 0.529
H 1.649 -1.681 -0.158
H -2.441 3.176 0.330
H -3.886 2.152 0.250
H -1.420 1.474 1.920
H -4.126 2.619 2.785
H -2.899 1.980 3.879
H -2.554 3.428 2.922

Output
Frontier orbital gap = 9.006 eV
Charge = 0
DFT total energy = -31388.2895 eV
Highest occupied orbital energy = -8.3 eV
SMILES = Cc1ccc2c(c1)N(C(=O)CCC(=O)NC1CCCCCC1)C[C@@H](C)O2